Here is a 2-piece molecular cluster, C4H8N2O2 overall at a distorted geometry from the OMol25 dataset. Energies are from ωB97M-V/def2-TZVPD.

Structure (XYZ):
```
16
Properties=species:S:1:pos:R:3:forces:R:3:mulliken_charge:R:1
C -0.274 0.766 -0.815 1.5 -2.4 1.6 -0.393
C 0.383 -0.220 0.130 1.7 -0.5 -1.8 1.245
C 0.941 0.007 1.491 -2.1 1.7 3.2 -0.784
C -0.109 -1.010 1.271 -3.9 -2.5 1.2 -0.121
H -1.227 0.698 -2.490 0.0 -0.3 0.2 0.265
H -0.520 -0.692 -2.084 1.6 -4.5 -1.1 0.331
H 0.664 2.018 -0.227 0.4 1.9 0.9 0.316
H 1.272 0.092 -2.090 0.4 -3.1 3.5 0.407
H 0.212 0.737 2.297 3.0 -1.5 -2.7 0.278
H 1.949 -0.292 1.752 -0.1 0.3 0.0 0.292
H -0.135 -2.191 1.309 0.7 2.7 -0.2 0.289
H -2.011 -0.346 1.039 1.2 -0.6 2.9 0.331
N -0.885 0.088 -1.748 -5.5 2.8 -2.3 -0.465
N -0.009 1.965 -0.973 0.9 2.2 1.0 -0.745
O 1.230 -1.064 -0.782 -0.8 3.9 -1.8 -0.697
O -1.480 -0.557 1.918 1.2 -0.2 -4.5 -0.549
```
Forces are in eV/Å.

Results
Energy relative to the best compared isomer or geometry (same formula, charge and spin), kJ/mol: 907.03
Charge: 0